# 1
Entry from OMol25: a structure of composition C43H42BrCoNO2PS2Se2 in a non-equilibrium geometry (ωB97M-V/def2-TZVPD).

XYZ file:
```
95
Properties=species:S:1:pos:R:3:forces:R:3:lowdin_spin:R:1
Co 0.565 0.111 -0.840 -0.6 -0.3 -0.9 2.647
C -7.389 -0.686 -0.628 -1.2 0.0 0.5 0.000
C -6.489 0.457 -0.997 0.3 1.4 -0.7 0.001
C -6.814 0.940 -2.447 1.0 -0.1 -0.1 0.000
C -6.740 1.708 -0.101 -0.4 0.4 1.1 0.000
C -5.065 0.066 -0.806 3.0 -0.6 -0.4 0.004
C -3.983 0.819 -1.305 -1.0 0.5 -0.3 -0.001
C -2.654 0.525 -1.129 0.0 -0.9 0.0 0.004
Br -1.206 1.621 -1.865 -1.1 -0.1 0.0 0.045
C -2.258 -0.696 -0.578 -0.3 -1.3 1.2 0.004
O -1.015 -1.072 -0.503 0.2 0.2 -0.4 0.075
C -3.316 -1.563 -0.049 -0.5 1.4 -0.4 0.006
C -4.650 -1.115 -0.161 -0.1 -0.8 0.2 0.000
C -3.007 -2.905 0.660 -0.3 1.0 -0.7 0.000
C -2.243 -3.826 -0.312 0.3 -1.4 0.3 0.000
C -2.105 -2.662 1.843 1.4 0.1 1.1 0.000
C -4.276 -3.497 1.259 -1.0 -1.3 -0.3 0.000
H -8.372 -0.460 -1.083 0.2 -0.3 0.6 0.000
H -7.446 -0.648 0.475 -0.4 -0.6 -0.4 0.000
H -7.083 -1.700 -0.959 0.0 0.8 0.0 0.000
H -7.732 1.540 -2.467 0.4 0.2 0.1 0.000
H -6.989 0.131 -3.147 0.0 -0.5 0.1 0.000
H -5.929 1.461 -2.877 -0.9 0.2 0.3 0.000
H -7.823 1.974 -0.162 0.8 0.4 -0.4 0.000
H -6.002 2.563 -0.246 -1.2 -1.0 -0.5 0.000
H -6.643 1.532 0.989 0.3 -0.6 -0.4 0.000
H -4.175 1.636 -1.963 -0.3 0.8 -0.1 0.000
H -5.447 -1.782 0.227 0.8 0.6 -0.3 0.000
H -1.274 -3.337 -0.561 -0.7 -0.5 0.1 0.000
H -2.757 -4.139 -1.250 0.0 0.6 0.6 0.000
H -2.044 -4.802 0.230 0.0 1.0 -0.5 0.000
H -1.192 -2.124 1.566 -0.2 0.0 -0.1 0.000
H -1.754 -3.623 2.282 -0.4 0.4 -0.2 0.000
H -2.575 -2.084 2.654 -0.1 -0.2 -0.3 0.000
H -4.976 -3.971 0.523 0.5 0.6 0.3 0.000
H -4.866 -2.767 1.851 0.6 -0.4 -0.2 0.000
H -4.003 -4.345 1.910 0.0 0.4 0.0 0.000
Se 2.327 1.699 -2.229 -0.3 -1.0 0.3 0.111
P 4.217 0.977 -1.446 -0.5 2.5 -3.1 0.054
Se 4.356 0.121 0.465 -0.1 -0.2 1.7 0.706
C 5.094 -0.151 -2.547 -0.1 0.7 0.4 0.023
C 4.324 -0.997 -3.332 -0.2 0.1 -0.1 0.005
C 4.952 -1.895 -4.160 0.9 -0.3 -1.1 0.001
C 6.346 -1.773 -4.404 -1.1 -0.3 0.8 0.008
C 7.082 -0.991 -3.530 1.1 0.5 0.4 -0.001
C 6.488 -0.145 -2.579 0.0 -0.6 0.2 0.013
C 5.063 2.612 -1.614 1.7 -1.0 -0.6 0.001
C 6.054 2.938 -2.603 -1.2 -0.5 1.0 0.001
C 6.805 4.082 -2.437 0.1 -0.1 -0.6 0.000
C 6.670 4.871 -1.302 -0.2 0.8 0.2 0.001
C 5.766 4.521 -0.318 -1.0 -0.6 -0.7 0.000
C 4.878 3.434 -0.546 0.7 1.2 2.2 0.001
H 3.239 -0.854 -3.386 0.3 -0.4 0.4 0.000
H 4.369 -2.688 -4.628 0.1 0.5 -0.4 0.000
H 6.840 -2.291 -5.229 -0.2 -0.2 0.5 0.000
H 8.174 -1.089 -3.547 -0.4 0.4 -0.2 0.000
H 7.063 0.490 -1.858 -0.4 -0.8 -0.9 0.001
H 6.153 2.297 -3.471 0.2 0.1 0.1 0.000
H 7.534 4.342 -3.201 -0.2 0.1 0.1 0.000
H 7.162 5.851 -1.234 0.2 -0.7 0.1 0.000
H 5.731 5.084 0.601 -0.3 0.1 0.0 0.000
H 4.131 3.200 0.244 0.6 0.1 -0.7 0.001
C 0.398 4.150 9.310 -0.2 0.2 0.0 0.000
C 0.487 3.595 7.908 2.0 0.7 0.5 0.003
O 1.382 3.864 7.121 -1.4 -0.2 1.1 0.000
S -0.804 2.432 7.688 0.3 -0.2 -0.9 0.004
C -0.240 1.993 6.079 -0.2 -1.4 -1.2 0.028
C -0.245 2.980 5.072 -0.2 -0.4 0.6 -0.004
C 0.135 2.676 3.782 0.7 -0.5 -0.6 0.021
C 0.483 1.333 3.441 -0.3 1.5 1.9 0.001
C 0.543 0.381 4.502 0.1 0.4 -2.1 0.018
C 0.202 0.659 5.786 -1.2 1.3 1.5 -0.004
C 0.735 1.085 2.086 0.8 -1.3 -2.9 0.093
C 0.885 0.822 0.872 0.4 0.9 3.8 0.078
H -0.538 3.821 9.742 -0.3 0.2 0.2 0.000
H 0.430 5.236 9.279 0.1 0.0 0.1 0.000
H 1.171 3.761 9.974 0.3 0.1 -0.3 0.000
H -0.546 3.996 5.322 0.1 -0.3 0.0 -0.001
H 0.270 3.461 3.001 -0.5 -0.7 0.7 0.001
H 0.838 -0.603 4.240 0.2 -0.8 -0.2 0.001
H 0.161 -0.174 6.534 0.2 1.1 -0.6 -0.001
S 2.769 -3.842 -1.350 0.0 1.4 0.6 0.003
C 2.257 -2.262 -0.707 -0.3 -1.1 -0.7 0.004
N 1.379 -1.666 -1.438 -0.1 0.1 0.3 0.034
C 0.968 -2.385 -2.559 0.9 0.3 -0.4 0.004
C -0.010 -2.024 -3.515 0.6 -0.1 1.0 0.001
C -0.107 -2.817 -4.646 -0.5 0.0 -0.8 0.000
C 0.697 -3.946 -4.809 1.2 -0.3 2.4 0.000
C 1.578 -4.359 -3.785 -0.6 0.2 -1.6 0.000
C 1.774 -3.517 -2.719 -0.8 -0.7 0.2 0.001
H 2.601 -1.820 0.221 0.1 -0.4 -0.2 0.001
H -0.661 -1.190 -3.244 0.1 -0.2 -0.5 0.000
H -0.837 -2.628 -5.448 0.3 0.2 0.6 0.000
H 0.677 -4.619 -5.616 -0.6 -0.3 -1.2 0.000
H 2.075 -5.318 -3.868 0.2 0.1 0.0 0.000
```
Forces are in eV/Å.

Values from the calculation:
Gap between HOMO and LUMO (alpha / beta) = 7.01 / 3.60 eV
Highest occupied orbital energy (alpha / beta) = -6.92 / -6.95 eV
Net charge = 0
LUMO energy (alpha / beta) = 0.089 / -3.349 eV
Multiplicity = 5

***

# 2
Entry from OMol25: a structure of composition C43H43BrCdN6O2S in a non-equilibrium geometry (ωB97M-V/def2-TZVPD).

XYZ file:
```
97
Properties=species:S:1:pos:R:3:forces:R:3:lowdin_charge:R:1
Cd 1.027 1.030 0.335 -0.2 0.0 -0.4 1.395
C 3.472 -0.512 -4.971 0.0 -0.1 -0.2 -0.139
C 3.680 -1.311 -3.857 0.0 0.0 -0.3 -0.119
C 3.707 -0.768 -2.592 0.1 0.3 0.4 -0.027
C 3.551 0.617 -2.411 -0.1 -0.5 -0.7 -0.231
C 3.254 1.404 -3.538 0.0 0.1 0.3 -0.038
C 3.231 0.844 -4.793 0.0 -0.1 -0.1 -0.111
N 3.623 1.172 -1.166 0.0 0.5 0.4 -0.138
C 3.944 2.510 -0.947 -0.1 0.7 0.1 -0.200
C 4.882 3.153 -1.753 0.1 0.0 0.0 -0.045
C 5.221 4.476 -1.541 0.0 0.0 -0.1 -0.117
C 4.623 5.188 -0.517 0.1 0.2 0.2 -0.128
C 3.713 4.552 0.310 0.1 -0.1 -0.1 -0.047
C 3.362 3.217 0.132 0.4 0.2 -0.3 -0.275
N 2.446 2.640 1.017 -1.3 -0.1 0.1 -0.171
N 3.106 1.940 2.013 1.5 0.1 -0.4 -0.244
C 2.325 1.387 2.955 -1.0 0.2 0.9 -0.443
C 2.912 0.576 3.959 0.0 0.0 0.0 -0.067
C 2.126 0.111 4.976 -0.2 0.1 -0.1 -0.105
C 0.763 0.441 4.988 0.0 0.0 0.0 -0.107
C 0.264 1.176 3.932 -0.4 -0.2 0.5 -0.196
N 0.994 1.636 2.928 0.9 -0.1 -0.5 0.065
H 3.475 -0.943 -5.962 -0.1 0.0 -0.1 0.078
H 3.823 -2.376 -3.984 0.0 -0.1 0.0 0.090
H 3.859 -1.386 -1.721 0.0 0.0 0.1 0.093
H 3.011 2.447 -3.398 0.0 0.1 0.0 0.112
H 3.004 1.465 -5.649 0.0 0.1 -0.1 0.092
H 5.371 2.592 -2.538 0.0 0.0 0.0 0.112
H 5.964 4.943 -2.174 0.0 0.0 0.0 0.086
H 4.900 6.220 -0.330 0.0 0.0 0.0 0.081
H 3.260 5.075 1.142 -0.1 0.0 0.0 0.100
H 3.968 0.363 3.893 0.0 0.0 0.1 0.079
H 2.546 -0.503 5.766 0.0 0.0 0.0 0.093
H 0.122 0.119 5.795 -0.1 0.0 0.0 0.081
H -0.791 1.421 3.885 -0.1 -0.1 0.0 0.071
N -0.440 3.765 0.012 -0.2 -0.2 0.4 0.102
C -0.279 4.031 -1.327 -0.2 0.2 -0.4 -0.278
C 0.162 5.304 -1.710 0.1 -0.1 0.1 -0.052
C 0.212 5.687 -3.034 0.1 0.0 0.0 -0.126
C -0.184 4.803 -4.022 0.0 0.1 -0.2 -0.130
C -0.594 3.532 -3.659 0.0 0.1 0.0 -0.060
C -0.656 3.116 -2.331 0.2 0.1 0.0 -0.140
C -1.073 1.706 -2.109 0.1 -0.2 0.0 -0.263
C -2.223 1.287 -2.781 -0.1 0.1 0.1 -0.083
C -2.591 -0.043 -2.816 -0.1 -0.1 -0.2 -0.116
C -1.751 -0.984 -2.250 0.0 -0.2 0.0 -0.113
C -0.619 -0.566 -1.571 0.1 0.0 -0.1 -0.176
C -0.269 0.779 -1.415 -0.3 0.0 0.1 -0.193
H 0.245 4.173 0.631 0.1 -0.1 0.0 0.075
H -0.619 2.797 0.240 -0.1 0.2 0.0 -0.056
H 0.469 5.988 -0.930 0.0 0.1 0.1 0.102
H 0.577 6.672 -3.299 0.0 0.1 0.0 0.087
H -0.151 5.096 -5.065 0.0 0.0 0.0 0.082
H -0.845 2.814 -4.430 0.0 0.0 0.0 0.108
H -2.855 2.030 -3.255 0.0 0.0 -0.1 0.103
H -3.509 -0.347 -3.305 0.0 0.0 0.0 0.085
H -1.992 -2.040 -2.305 0.0 0.0 0.0 0.092
H 0.020 -1.328 -1.141 -0.1 0.0 0.2 0.062
C -5.636 -3.964 2.667 0.0 0.1 -0.2 -0.057
C -5.399 -3.254 1.325 -0.1 -0.1 0.0 -0.564
C -6.537 -2.251 1.112 0.2 -0.2 0.0 -0.077
C -5.459 -4.280 0.182 0.0 0.1 0.1 -0.057
C -4.034 -2.583 1.344 -0.1 0.1 0.0 -0.210
C -3.861 -1.211 1.275 0.0 -0.1 0.0 -0.113
C -2.594 -0.682 1.338 0.2 0.6 0.1 -0.536
Br -2.451 1.233 1.345 -0.1 -0.2 0.0 0.788
C -1.387 -1.414 1.465 -0.5 0.0 0.0 -0.470
O -0.251 -0.857 1.529 0.7 0.3 -0.1 -0.210
C -1.602 -2.838 1.556 0.3 0.0 0.0 -0.095
C -2.878 -3.353 1.493 -0.2 0.0 0.0 -0.011
C -0.389 -3.734 1.775 0.1 -0.1 0.0 -0.535
C 0.602 -3.560 0.617 0.0 0.1 0.1 -0.048
C -0.746 -5.224 1.868 0.0 0.3 0.0 -0.081
C 0.284 -3.318 3.090 0.0 0.1 -0.1 -0.045
H -6.615 -4.446 2.680 -0.1 -0.1 0.0 0.071
H -5.591 -3.240 3.478 0.0 0.1 0.1 0.085
H -4.875 -4.718 2.848 0.1 -0.1 0.0 0.071
H -7.494 -2.774 1.088 -0.1 -0.1 0.0 0.074
H -6.411 -1.724 0.170 0.0 0.1 -0.1 0.084
H -6.568 -1.524 1.920 0.0 0.1 0.1 0.079
H -6.442 -4.754 0.137 -0.1 -0.1 0.0 0.072
H -4.709 -5.057 0.313 0.1 -0.1 0.0 0.070
H -5.271 -3.781 -0.767 0.0 0.0 -0.1 0.086
H -4.695 -0.533 1.190 -0.1 0.1 0.0 0.081
H -3.008 -4.422 1.575 0.1 -0.2 0.0 0.085
H 0.114 -3.780 -0.333 0.0 0.0 -0.1 0.084
H 1.454 -4.230 0.736 0.1 -0.1 0.0 0.076
H 0.967 -2.535 0.598 0.0 0.0 -0.1 0.064
H -1.210 -5.573 0.947 -0.1 -0.1 -0.1 0.077
H -1.417 -5.419 2.703 -0.1 -0.1 0.1 0.074
H 0.162 -5.803 2.028 0.1 0.0 0.0 0.073
H 0.555 -2.267 3.044 0.0 0.1 0.0 0.066
H 1.185 -3.906 3.264 0.1 -0.1 0.0 0.076
H -0.399 -3.465 3.926 -0.1 -0.1 0.1 0.083
O 5.424 1.179 1.000 0.2 0.0 0.2 -0.500
S 4.126 0.529 1.254 0.4 -0.4 -0.2 0.850
N 3.285 0.343 -0.089 -0.2 -0.7 0.4 -0.353
```
Forces are in eV/Å.

Values from the calculation:
Gap between HOMO and LUMO = 5.49 eV
Highest occupied orbital energy = -1.44 eV
Net charge = -2
LUMO energy = 4.050 eV
Multiplicity = 1